# 1
46
Properties=species:S:1:pos:R:3 method="wB97M-V/def2-TZVPD" de_lowest_kj_mol=13.8 charge=-2 fmax_ev_per_a=2.96 gap_ev="3.74 / 3.78" lumo_ev="4.3 / 4.3" homo_ev="0.519 / 0.475"
C 1.41 -2.98 -0.56
C 2.60 -2.29 -0.17
C 2.97 -1.40 -1.22
C 3.29 -2.42 1.13
C 2.00 -1.52 -2.25
C 1.05 -2.51 -1.86
C -0.09 -2.97 -2.66
C 0.64 -3.93 0.26
C 4.11 -0.47 -1.19
C 1.96 -0.74 -3.50
Ce 0.33 0.32 1.26
Cl 2.61 0.69 2.43
Cl -0.30 -1.55 2.97
Cl 1.41 1.72 -0.68
H 2.66 -2.97 1.85
H 3.46 -1.42 1.58
H 4.26 -2.93 1.03
H 4.26 -0.04 -0.19
H 3.95 0.37 -1.87
H 5.03 -1.00 -1.48
H 2.14 0.33 -3.31
H 0.97 -0.82 -3.97
H 2.71 -1.12 -4.21
H -0.44 -2.18 -3.33
H -0.92 -3.26 -2.01
H 0.20 -3.84 -3.26
H 0.62 -3.62 1.31
H 1.07 -4.93 0.17
H -0.40 -3.96 -0.07
O -0.57 -0.98 -0.15
H -1.49 -0.94 -0.42
O -4.13 1.91 0.12
C -3.99 2.94 0.97
C -5.09 3.79 1.20
C -4.92 4.91 2.01
C -3.69 5.15 2.64
C -2.61 4.30 2.47
C -2.76 3.22 1.61
C -1.67 2.27 1.45
O -0.73 2.17 2.31
O -1.69 1.49 0.43
H -3.20 1.53 0.03
H -6.04 3.61 0.70
H -5.74 5.61 2.15
H -3.59 6.02 3.30
H -1.65 4.43 2.97

# 2
46
Properties=species:S:1:pos:R:3 method="wB97M-V/def2-TZVPD" de_lowest_kj_mol=41.3 charge=-2 fmax_ev_per_a=1.23 gap_ev="2.77 / 5.56" lumo_ev="4.6 / 4.5" spin_multiplicity=3 s_squared=2.018 homo_ev="1.785 / -1.013"
Pt 0.90 -1.55 0.22
C -4.02 2.82 0.01
Si -2.31 3.65 0.04
C -2.38 4.85 1.56
C -2.35 4.83 -1.50
C -0.71 2.72 0.05
C 0.48 3.52 0.06
C 1.72 2.92 -0.06
C 1.79 1.55 -0.23
N 0.68 0.76 -0.20
C -0.50 1.32 -0.02
S -1.91 0.27 0.07
H -4.82 3.56 -0.01
H -4.17 2.18 0.87
H -4.13 2.19 -0.87
H -3.22 5.54 1.50
H -1.47 5.44 1.63
H -2.48 4.29 2.48
H -3.19 5.52 -1.46
H -2.44 4.25 -2.41
H -1.44 5.41 -1.57
H 0.39 4.59 0.14
H 2.63 3.51 -0.04
H 2.72 1.05 -0.42
Cl 3.25 -1.59 0.62
C 3.93 -3.14 0.29
C 5.33 -3.25 0.33
C 5.93 -4.48 0.10
C 5.15 -5.60 -0.13
C 3.76 -5.46 -0.17
Cl 2.82 -6.89 -0.47
C 3.09 -4.23 -0.01
S 1.39 -4.10 -0.20
H 5.93 -2.38 0.54
H 7.01 -4.56 0.11
H 5.59 -6.57 -0.28
C -3.05 -2.57 1.10
O -1.70 -2.18 1.15
C -1.18 -1.49 0.04
C -1.63 -2.06 -1.31
H -3.20 -3.45 0.45
H -3.69 -1.75 0.76
H -3.32 -2.84 2.13
H -2.72 -1.98 -1.46
H -1.33 -3.11 -1.36
H -1.14 -1.51 -2.10

# 3
46
Properties=species:S:1:pos:R:3 method="wB97M-V/def2-TZVPD" de_lowest_kj_mol=20.1 fmax_ev_per_a=1.19 gap_ev=8.92 lumo_ev=0.4 homo_ev=-8.514
C -0.50 -3.79 1.37
C -0.31 -2.28 1.50
N 0.00 -1.67 0.23
C 1.23 -1.68 -0.37
S 2.60 -2.48 0.32
C 3.94 -1.74 -0.67
C 4.10 -0.27 -0.30
O 4.78 0.08 0.65
N 3.44 0.57 -1.11
C 3.30 1.98 -0.83
C 1.88 2.32 -0.34
C 1.59 1.71 1.05
C 1.27 2.92 1.93
C 1.91 4.06 1.14
O 1.72 3.72 -0.22
N 1.20 -0.99 -1.48
N -0.03 -0.49 -1.62
C -0.76 -0.89 -0.61
C -2.15 -0.51 -0.42
C -2.53 0.78 -0.80
C -3.83 1.20 -0.65
C -4.78 0.33 -0.12
Cl -6.41 0.85 0.07
C -4.42 -0.96 0.24
C -3.11 -1.38 0.09
H -0.77 -4.20 2.34
H 0.43 -4.25 1.03
H -1.28 -4.03 0.65
H -1.22 -1.80 1.88
H 0.52 -2.07 2.18
H 3.70 -1.88 -1.72
H 4.83 -2.29 -0.39
H 2.75 0.17 -1.75
H 3.51 2.55 -1.74
H 4.04 2.24 -0.07
H 1.17 1.98 -1.10
H 0.75 1.01 1.01
H 2.47 1.18 1.42
H 1.67 2.83 2.93
H 0.19 3.07 1.99
H 1.44 5.03 1.30
H 2.98 4.14 1.37
H -1.78 1.44 -1.22
H -4.12 2.20 -0.94
H -5.17 -1.63 0.63
H -2.86 -2.39 0.34

# 4
52
Properties=species:S:1:pos:R:3 method="wB97M-V/def2-TZVPD" de_lowest_kj_mol=0.0 fmax_ev_per_a=0.32 gap_ev="7.54 / 7.85" lumo_ev="-0.1 / 0.2" spin_multiplicity=4 s_squared=3.778 homo_ev="-7.656 / -7.685"
Cr 0.90 -0.81 0.67
O -1.02 -1.40 1.19
C -1.25 -1.53 2.60
C 0.01 -2.17 3.14
N 1.18 -1.38 2.68
C 1.38 -0.16 3.48
C 1.64 1.05 2.57
O 2.31 1.98 2.95
O 1.00 0.97 1.43
C 2.37 -2.24 2.56
C 2.25 -3.12 1.30
O 2.96 -4.09 1.19
O 1.37 -2.70 0.44
H -1.82 -1.17 0.70
H -2.11 -2.17 2.78
H -1.44 -0.54 3.03
H 0.10 -3.17 2.73
H -0.01 -2.22 4.23
H 2.17 -0.28 4.23
H 0.45 0.07 4.00
H 2.52 -2.87 3.45
H 3.25 -1.60 2.44
S -3.97 3.44 0.85
C -2.99 2.53 -0.12
S -1.44 1.97 0.43
C -1.26 1.02 -1.02
N -2.22 1.18 -1.86
N -3.17 2.05 -1.37
C -4.28 2.30 -2.24
C -4.67 1.29 -3.12
C -5.73 1.50 -3.98
C -6.41 2.72 -3.98
C -6.00 3.72 -3.11
C -4.94 3.52 -2.24
S 0.08 -0.03 -1.42
H -4.13 0.35 -3.12
H -6.03 0.71 -4.66
H -7.24 2.88 -4.65
H -6.51 4.67 -3.11
H -4.62 4.31 -1.58
C 5.54 -0.84 0.02
N 4.62 -0.79 -1.11
C 5.15 -1.09 -2.44
C 3.33 -0.66 -0.92
O 2.83 -0.51 0.21
H 6.49 -0.40 -0.28
H 5.69 -1.87 0.34
H 5.12 -0.27 0.84
H 6.08 -0.56 -2.59
H 4.43 -0.77 -3.20
H 5.33 -2.16 -2.55
H 2.71 -0.66 -1.82